No. 1
16
Properties=species:S:1:pos:R:3:forces:R:3 method="wB97M-V/def2-TZVPD" lumo_ha=0.04020 total_charge=0 e_homo_ev=-11.23 smiles=CC.CC de_lowest_kj_mol=145.6 gap_ev=12.328
C 0.421 1.611 1.429 -1.55 0.96 0.16
C -0.761 2.245 2.177 1.73 2.22 0.05
H 0.627 0.629 1.885 0.24 0.30 -0.88
H 0.205 1.728 0.344 0.51 -1.01 0.63
H 1.144 2.353 1.686 1.43 -0.15 -0.29
H -1.559 1.645 2.364 -2.27 -2.18 0.57
H -1.196 3.086 1.609 0.48 -0.07 0.32
H -0.373 2.614 3.155 -0.56 -0.07 -0.57
C -0.162 -2.602 -2.207 3.79 -1.73 3.05
C 0.413 -1.394 -1.500 3.49 1.57 0.35
H 0.763 -3.283 -2.494 -1.91 0.97 0.90
H -0.843 -3.105 -1.535 0.01 -0.57 0.10
H -0.610 -2.498 -3.088 -2.09 1.21 -3.55
H 1.181 -1.752 -0.606 -1.57 0.95 -2.60
H -0.173 -0.667 -0.971 -1.36 -0.27 0.27
H 0.924 -0.611 -2.250 -0.37 -2.12 1.49

***

No. 2
16
Properties=species:S:1:pos:R:3:forces:R:3 method="wB97M-V/def2-TZVPD" lumo_ha=0.04159 total_charge=0 e_homo_ev=-11.09 smiles=CC.CC de_lowest_kj_mol=146.5 gap_ev=12.224
C -2.036 -0.876 -0.362 -2.15 -2.80 -0.87
C -0.939 -0.553 -1.354 0.50 -1.74 -1.78
H -3.099 -0.711 -0.805 1.78 -0.46 0.75
H -1.853 -2.004 -0.190 -1.21 1.54 -0.08
H -2.090 -0.495 0.637 0.63 0.88 0.38
H -1.366 -0.443 -2.431 0.74 -0.17 1.88
H -0.275 -1.558 -1.373 -0.81 2.94 -0.21
H -0.416 0.366 -1.107 0.44 -0.27 -0.22
C 1.336 1.552 0.800 -1.17 0.32 1.83
C 1.731 0.097 0.831 0.06 -3.03 1.49
H 0.464 1.654 0.107 0.53 0.38 0.97
H 1.103 1.845 1.948 0.06 -0.30 -2.92
H 2.094 2.225 0.452 0.55 0.28 -0.11
H 1.997 -0.221 1.891 0.41 0.65 -1.15
H 2.571 -0.339 0.159 -1.71 1.03 0.81
H 0.777 -0.541 0.798 1.37 0.74 -0.78

***

No. 3
16
Properties=species:S:1:pos:R:3:forces:R:3 method="wB97M-V/def2-TZVPD" lumo_ha=0.04408 total_charge=0 e_homo_ev=-11.58 smiles=CC.CC de_lowest_kj_mol=22.7 gap_ev=12.779
C -0.051 0.626 -1.568 -0.36 0.09 0.42
C 1.227 0.016 -2.131 -0.39 0.04 0.12
H -0.818 -0.108 -1.321 0.25 -0.29 0.02
H 0.118 1.186 -0.647 0.06 0.16 -0.12
H -0.549 1.278 -2.285 0.23 0.17 -0.08
H 1.772 0.748 -2.682 0.23 0.67 -0.77
H 0.936 -0.783 -2.811 0.48 -0.22 0.08
H 1.975 -0.276 -1.393 -0.47 -0.59 0.23
C -1.284 -0.587 1.626 0.60 0.43 0.09
C 0.104 -0.134 2.076 -0.02 0.90 -0.21
H -2.022 -0.261 2.352 -0.21 -0.59 0.32
H -1.599 -0.095 0.709 0.22 -0.12 -0.16
H -1.220 -1.662 1.469 -0.64 -0.04 0.05
H 0.499 -0.714 2.897 0.10 -0.50 0.04
H 0.810 -0.120 1.243 0.09 -0.28 0.10
H 0.102 0.885 2.467 -0.18 0.17 -0.13